Formula: C18H45N9O9
Source: the OMol25 dataset
Level of theory: the ωB97M-V functional and the def2-TZVPD basis

```
81
Properties=species:S:1:pos:R:3
C -5.17 1.45 3.08
C -4.34 2.52 2.39
N -3.36 3.24 3.02
O -4.57 2.68 1.20
H -4.96 1.41 4.16
H -4.84 0.49 2.70
H -6.27 1.61 2.90
H -2.73 3.70 2.35
H -3.05 3.04 3.94
C 0.73 3.57 1.76
C 0.36 4.34 0.51
N 1.20 5.35 0.24
O -0.61 4.07 -0.18
H 0.65 4.17 2.66
H 1.68 3.13 1.68
H 0.16 2.65 1.72
H 0.95 5.94 -0.52
H 2.11 5.43 0.67
C 0.21 -2.76 -0.33
C 0.60 -4.23 -0.09
N 1.93 -4.48 -0.08
O -0.16 -5.11 0.25
H 0.86 -2.37 -1.16
H 0.43 -2.23 0.60
H -0.87 -2.72 -0.48
H 2.72 -3.82 -0.13
H 2.28 -5.37 0.28
C 4.11 -2.30 3.07
C 2.82 -1.52 2.83
N 2.40 -1.35 1.54
O 2.15 -1.15 3.77
H 3.78 -3.10 3.76
H 4.86 -1.73 3.60
H 4.65 -2.80 2.27
H 3.04 -1.51 0.81
H 1.65 -0.71 1.24
C -0.99 -2.24 -5.69
C -0.41 -1.16 -4.91
N -1.25 -0.08 -4.72
O 0.70 -1.17 -4.45
H -0.21 -2.97 -5.80
H -1.37 -1.90 -6.63
H -1.83 -2.76 -5.22
H -0.88 0.71 -4.15
H -2.20 -0.06 -5.00
C 0.37 1.26 5.29
C -0.83 0.56 4.59
N -0.41 -0.33 3.65
O -2.03 0.70 4.87
H 0.04 1.76 6.15
H 0.82 1.99 4.67
H 1.13 0.48 5.39
H 0.56 -0.71 3.59
H -1.16 -0.82 3.22
C 1.08 1.25 -1.74
C 0.20 0.80 -0.59
N -1.10 0.64 -0.93
O 0.57 0.48 0.51
H 1.27 0.49 -2.49
H 2.05 1.50 -1.29
H 0.66 2.17 -2.16
H -1.80 0.46 -0.28
H -1.49 0.95 -1.83
C -5.13 1.77 -2.18
C -3.64 2.11 -2.14
N -3.29 3.04 -1.23
O -2.87 1.65 -2.97
H -5.66 2.47 -1.51
H -5.18 0.73 -1.87
H -5.41 1.85 -3.21
H -2.32 3.12 -1.00
H -3.90 3.05 -0.37
C 5.45 -3.94 -2.39
C 4.22 -3.06 -2.27
N 3.30 -3.20 -3.21
O 4.17 -2.31 -1.27
H 5.52 -4.57 -3.28
H 5.42 -4.66 -1.52
H 6.33 -3.32 -2.32
H 2.56 -2.51 -3.34
H 3.52 -3.74 -4.02
```

DFT total energy, Ha: -1883.047102
HOMO energy, Ha: -0.337
Structure (SMILES): CC(N)=O.CC(N)=O.CC(N)=O.CC(N)=O.CC(N)=O.CC(N)=O.CC(N)=O.CC(N)=O.CC(N)=O
Charge: 0
Maximum force, hartree/bohr: 0.0690
Orbital gap, eV: 9.67

***

Formula: C3H6N2O2S
Source: the OMol25 dataset
Level of theory: the ωB97M-V functional and the def2-TZVPD basis

```
14
Properties=species:S:1:pos:R:3
H 1.97 -0.29 -1.67
N 2.66 -0.73 -1.09
C 2.67 -0.27 0.09
N 1.95 0.80 0.61
S 0.65 1.52 -0.19
C -0.61 0.28 0.18
O -0.45 -0.65 0.90
O -1.74 0.65 -0.47
C -2.88 -0.19 -0.26
H 3.33 -0.74 0.87
H 1.84 0.81 1.61
H -2.58 -1.22 -0.58
H -3.68 0.27 -0.86
H -3.14 -0.23 0.86
```

DFT total energy, Ha: -776.077812
HOMO energy, Ha: -0.361
Structure (SMILES): [H]/N=C\NSC(=O)OC
Charge: 0
Maximum force, hartree/bohr: 0.0361
Orbital gap, eV: 10.48

***

Formula: C21H24BCoN9OS
Source: the OMol25 dataset
Level of theory: the ωB97M-V functional and the def2-TZVPD basis

```
58
Properties=species:S:1:pos:R:3
Co -0.84 -0.93 -0.50
C -2.49 -0.19 2.74
C -1.25 0.56 2.37
C -0.58 1.52 3.14
C 0.48 1.92 2.36
N 0.42 1.24 1.20
N -0.64 0.39 1.21
B 1.39 1.14 0.02
N 1.96 -0.31 0.00
C 3.17 -0.82 0.28
C 3.13 -2.18 0.06
C 1.81 -2.45 -0.33
C 1.22 -3.77 -0.70
N 1.12 -1.32 -0.34
N 0.64 1.36 -1.31
C 0.94 2.21 -2.30
C 0.15 1.92 -3.39
C -0.63 0.83 -2.98
C -1.65 0.09 -3.80
N -0.33 0.51 -1.73
N 2.49 2.20 0.07
C 3.77 2.20 -0.38
C 4.25 3.48 -0.30
C 3.17 4.23 0.21
C 3.11 5.70 0.50
N 2.12 3.46 0.42
H -2.63 -0.17 3.82
H -2.41 -1.24 2.43
H -3.37 0.24 2.27
H -0.84 1.87 4.12
H 1.25 2.65 2.53
H 3.97 -0.20 0.64
H 3.94 -2.89 0.18
H 2.02 -4.49 -0.85
H 0.64 -3.69 -1.62
H 0.55 -4.13 0.08
H 1.68 2.98 -2.16
H 0.13 2.41 -4.34
H -1.40 0.21 -4.85
H -2.65 0.49 -3.64
H -1.67 -0.97 -3.55
H 4.24 1.32 -0.79
H 5.23 3.83 -0.59
H 4.05 6.18 0.25
H 2.90 5.88 1.55
H 2.31 6.18 -0.08
O -1.24 -2.54 0.47
N -2.52 -2.91 0.56
C -2.77 -4.04 1.27
C -4.05 -4.49 1.43
C -5.09 -3.78 0.84
C -4.81 -2.64 0.12
C -3.49 -2.18 -0.03
S -3.05 -0.78 -0.89
H -1.89 -4.50 1.69
H -4.22 -5.39 2.00
H -6.12 -4.11 0.95
H -5.59 -2.06 -0.34
```

DFT total energy, Ha: -3188.638548
HOMO energy (spin up / spin down), Ha: -0.287 / -0.291
2S+1: 2
Charge: 0
Maximum force, hartree/bohr: 0.0070
Orbital gap (spin up / spin down), eV: 8.26 / 8.37

***

Formula: C6H16NS
Source: the OMol25 dataset
Level of theory: the ωB97M-V functional and the def2-TZVPD basis

```
24
Properties=species:S:1:pos:R:3
C 0.22 -2.49 -1.63
C -1.37 -0.53 -1.15
C 2.22 0.24 -0.27
C -1.70 2.52 2.04
C 0.12 -0.98 -1.25
C 0.97 -0.48 -0.09
N 0.65 -0.73 1.17
S -0.21 2.16 1.20
H 0.26 -3.12 -0.66
H -0.55 -2.68 -2.42
H 1.14 -2.75 -2.09
H -1.94 -1.19 -0.49
H -1.46 0.51 -0.63
H -2.00 -0.56 -2.05
H 3.05 -0.43 -0.04
H 2.10 1.20 0.40
H 2.24 0.62 -1.34
H -2.39 1.67 1.85
H -2.13 3.48 1.54
H -1.45 2.56 3.12
H 0.56 -0.40 -2.06
H 0.36 3.31 1.55
H -0.14 -1.21 1.52
H 1.45 -0.77 1.79
```

DFT total energy, Ha: -690.854525
HOMO energy, Ha: -0.459
Charge: +1
Maximum force, hartree/bohr: 0.0552
Orbital gap, eV: 8.00

***

Formula: C17H32AsCuF4NO4PSiTe
Source: the OMol25 dataset
Level of theory: the ωB97M-V functional and the def2-TZVPD basis

```
63
Properties=species:S:1:pos:R:3
Cu -0.54 0.87 -1.47
C -3.60 4.42 -0.80
Si -1.93 3.60 -1.19
C -1.88 3.40 -3.05
C -0.59 4.88 -0.75
N -1.75 2.10 -0.42
C -1.87 1.91 0.91
C -1.91 2.91 1.91
C -2.06 2.64 3.26
C -2.19 1.33 3.72
C -2.14 0.30 2.77
C -1.98 0.60 1.44
F -1.94 -0.44 0.58
H -3.69 5.40 -1.29
H -3.74 4.56 0.27
H -4.41 3.78 -1.16
H -2.17 4.35 -3.54
H -2.57 2.62 -3.38
H -0.88 3.12 -3.40
H -0.45 5.60 -1.56
H 0.35 4.35 -0.58
H -0.83 5.45 0.16
H -1.80 3.94 1.60
H -2.08 3.46 3.97
H -2.31 1.11 4.77
H -2.22 -0.74 3.06
C 3.67 0.06 0.91
As 1.92 0.67 1.45
C 1.21 -0.31 2.94
C 2.35 2.37 2.29
O 0.92 1.05 0.21
H 4.34 0.08 1.77
H 4.01 0.76 0.16
H 3.59 -0.94 0.51
H 2.05 -0.66 3.55
H 0.66 -1.16 2.57
H 0.59 0.38 3.51
H 2.99 2.24 3.17
H 1.41 2.84 2.57
H 2.85 3.00 1.55
C 4.01 -4.78 -2.48
C 2.66 -4.21 -2.10
O 2.79 -3.36 -0.97
P 2.42 -3.69 0.57
O 1.92 -2.43 1.16
Te 1.13 -5.70 0.76
O 3.92 -3.93 1.18
C 4.50 -5.19 1.50
C 4.38 -5.47 2.99
H 3.91 -5.44 -3.35
H 4.43 -5.36 -1.66
H 4.71 -3.98 -2.73
H 1.96 -5.02 -1.87
H 2.24 -3.59 -2.89
H 5.55 -5.13 1.20
H 4.01 -5.98 0.93
H 4.87 -4.67 3.56
H 4.85 -6.42 3.23
H 3.33 -5.52 3.26
F 0.80 1.19 -3.95
C 0.03 0.25 -3.24
F -0.98 -0.04 -4.17
F 0.83 -0.89 -3.33
```

DFT total energy, Ha: -6197.462709
HOMO energy, Ha: -0.056
Charge: -2
Maximum force, hartree/bohr: 0.0122
Orbital gap, eV: 5.69

***

Formula: C21H62NO17
Source: the OMol25 dataset
Level of theory: the ωB97M-V functional and the def2-TZVPD basis

```
101
Properties=species:S:1:pos:R:3
C 20.36 16.11 48.89
N 19.00 15.59 48.46
C 18.95 14.96 47.10
C 18.51 14.63 49.51
C 18.04 16.83 48.27
C 16.59 16.50 48.26
O 15.81 17.78 48.04
H 21.07 15.08 48.96
H 20.48 16.48 49.92
H 20.59 16.86 48.19
H 19.64 14.18 47.09
H 19.02 15.74 46.51
H 17.92 14.62 46.88
H 19.39 13.98 49.77
H 17.60 14.11 49.12
H 18.29 15.12 50.33
H 18.44 17.48 47.49
H 18.04 17.35 49.14
H 16.30 15.92 49.18
H 16.16 15.92 47.43
H 15.39 17.96 48.79
C 12.45 18.74 49.66
C 13.46 19.33 50.61
O 14.77 18.94 50.51
O 11.15 19.29 49.84
H 12.51 17.71 49.88
H 12.68 18.79 48.63
H 13.12 19.01 51.63
H 13.36 20.39 50.58
H 15.33 19.27 51.03
H 10.80 19.04 50.73
C 15.25 20.64 45.56
C 13.96 21.18 45.16
O 13.13 20.35 44.39
O 15.98 21.58 46.22
H 15.72 20.37 44.57
H 15.13 19.77 46.12
H 14.23 22.17 44.32
H 13.47 21.57 45.85
H 13.46 19.61 44.45
H 16.34 22.18 45.64
C 18.16 20.18 51.28
C 17.99 19.20 52.41
O 18.96 18.17 52.02
O 17.29 21.32 51.34
H 17.74 19.70 50.28
H 19.25 20.50 51.13
H 17.14 18.52 52.48
H 18.12 19.62 53.34
H 18.98 17.51 52.55
H 16.96 21.51 50.53
C 18.19 11.70 52.65
C 17.92 11.23 51.21
O 17.27 12.18 50.41
O 18.73 10.69 53.52
H 17.09 11.90 53.01
H 18.83 12.57 52.69
H 17.44 10.40 51.31
H 18.89 11.06 50.50
H 16.44 12.09 50.62
H 18.18 9.96 53.45
C 22.80 15.66 53.60
C 21.96 16.25 52.51
O 22.07 15.38 51.40
O 22.93 16.50 54.79
H 23.67 15.19 53.25
H 22.24 14.98 53.99
H 22.51 17.24 52.26
H 21.17 16.44 52.89
H 22.92 15.32 51.31
H 23.33 15.99 55.42
C 14.00 14.12 51.20
C 14.43 12.96 50.27
O 14.76 11.77 50.92
O 13.69 15.26 50.50
H 14.72 14.24 51.93
H 13.09 13.62 51.64
H 15.10 13.30 49.52
H 13.38 12.87 49.61
H 13.91 11.24 51.33
H 12.76 15.31 50.06
C 21.99 19.34 49.61
C 21.89 20.16 50.93
O 23.09 19.85 51.44
O 20.84 19.54 48.81
H 22.27 18.30 49.75
H 22.91 19.73 49.12
H 21.13 19.63 51.67
H 21.94 21.07 50.92
H 22.92 19.87 52.47
H 21.05 20.35 48.51
C 23.05 13.52 47.45
C 22.86 14.82 46.62
O 23.97 15.35 46.07
O 21.76 13.03 47.83
H 23.83 13.66 48.26
H 23.44 12.67 46.93
H 22.32 15.50 47.21
H 22.22 14.65 45.74
H 23.98 16.35 45.72
H 21.85 12.52 48.49
```

DFT total energy, Ha: -2170.196320
HOMO energy, Ha: -0.431
Charge: +1
Maximum force, hartree/bohr: 0.2749
Orbital gap, eV: 9.75

***

The highest maximum force belongs to which entry?
C21H62NO17

***

What is the formula in the fifth record?
C17H32AsCuF4NO4PSiTe